Here is a 3-piece molecular cluster, C15H28N2O6Si overall at a distorted geometry from OMol25. Energies are from ωB97M-V/def2-TZVPD.

As for the SMILES: C[Si](C)(C)[C@@H](C#N)CC#N.CCOC(=O)OC.CCOC(=O)OC. For the frontier orbital gap, the calculation gives 0.414 Eh.

```
52
C15H28N2O6Si (ωB97M-V/def2-TZVPD)
C 1.92 -0.39 6.23
Si 0.54 -0.01 4.96
C 0.86 1.65 4.06
C 0.43 -1.42 3.70
C -1.07 0.12 6.02
C -0.85 1.09 7.17
N -0.56 1.98 7.80
C -2.36 0.48 5.16
C -2.88 -0.83 4.59
N -3.16 -1.85 4.22
H 1.99 0.43 6.98
H 2.88 -0.64 5.75
H 1.57 -1.31 6.77
H 1.63 1.51 3.27
H 1.14 2.46 4.77
H -0.09 1.94 3.54
H -0.30 -2.19 4.04
H 0.20 -1.07 2.67
H 1.40 -1.97 3.61
H -1.22 -0.90 6.43
H -2.09 1.20 4.36
H -3.09 0.93 5.87
C 0.62 -2.78 -3.86
C -0.32 -1.71 -3.36
O -1.29 -2.24 -2.45
C -0.85 -2.53 -1.23
O 0.27 -2.37 -0.82
O -1.87 -3.05 -0.53
C -1.51 -3.50 0.77
H 0.06 -3.60 -4.31
H 1.31 -2.38 -4.61
H 1.21 -3.21 -3.05
H -0.87 -1.28 -4.20
H 0.23 -0.89 -2.88
H -1.02 -2.71 1.34
H -0.87 -4.37 0.70
H -2.43 -3.78 1.29
C -1.47 3.45 -5.85
C -0.50 3.10 -6.96
O 0.86 3.28 -6.54
C 1.34 2.33 -5.73
O 0.75 1.36 -5.34
O 2.60 2.66 -5.41
C 3.20 1.79 -4.46
H -1.28 4.46 -5.48
H -2.50 3.39 -6.21
H -1.37 2.77 -5.00
H -0.65 3.78 -7.80
H -0.65 2.09 -7.33
H 3.15 0.75 -4.78
H 2.72 1.90 -3.48
H 4.25 2.08 -4.36
```